[1]
Molecular formula: C38H56NO18
Method: DFT, ωB97M-V/def2-TZVPD

Summary:
Kohn-Sham gap = 6.29 eV
HOMO = -10.921 eV
net charge = +1

Last column: Löwdin charge in e.
Geometry (Å):
C1 -0.090 -0.611 0.561  0.01
N1 1.117 0.299 0.848  -0.29
C2 2.102 -0.549 1.559  0.00
C3 1.658 0.554 -0.524  -0.01
C4 0.710 1.475 1.639  -0.04
C5 1.941 2.365 2.138  -0.23
O1 1.468 3.116 3.185  -0.10
H1 0.184 -1.638 0.016  0.14
H2 -0.947 -0.145 0.171  0.02
H3 -0.691 -0.843 1.600  0.15
H4 2.947 -0.112 1.594  0.03
H5 2.308 -1.455 0.918  0.12
H6 1.811 -1.050 2.495  0.12
H7 2.560 1.198 -0.418  0.11
H8 1.103 1.232 -1.170  0.08
H9 1.998 -0.399 -1.175  0.15
H10 0.167 1.296 2.563  0.12
H11 0.068 1.911 1.054  0.05
H12 2.478 2.932 1.374  0.13
H13 2.454 1.801 2.737  0.05
H14 2.260 2.972 3.972  0.23
C6 1.869 -0.977 -4.370  0.07
C7 0.422 -1.178 -4.068  -0.12
C8 -0.537 -1.695 -5.191  -0.37
O2 -1.729 -1.591 -5.085  0.11
C9 0.145 -2.034 -6.409  0.10
C10 1.683 -2.052 -6.669  -0.07
C11 2.530 -1.419 -5.547  -0.40
O3 3.711 -1.264 -5.679  0.14
O4 2.317 -2.641 -7.718  0.13
O5 -0.128 -0.692 -2.943  0.10
H15 2.397 -0.472 -3.582  0.11
H16 -0.400 -2.531 -7.068  0.05
H17 1.690 -3.158 -8.186  0.11
H18 -0.997 -0.860 -3.042  0.01
C12 2.630 -4.147 -3.302  0.14
C13 2.368 -4.984 -4.622  -0.14
C14 1.079 -5.512 -4.932  -0.40
O6 0.991 -6.057 -6.059  0.08
C15 0.079 -5.448 -3.882  0.11
C16 0.271 -4.621 -2.549  -0.11
C17 1.520 -3.837 -2.285  -0.38
O7 1.614 -3.100 -1.334  0.08
O8 -0.739 -4.302 -1.686  0.07
O9 3.339 -5.259 -5.571  0.04
H19 3.452 -3.509 -2.992  0.10
H20 -0.925 -5.774 -4.090  0.10
H21 -1.445 -4.680 -2.304  0.15
H22 3.129 -5.969 -6.315  0.19
C18 -1.964 1.442 4.214  0.12
C19 -1.761 -0.042 4.169  -0.16
C20 -2.819 -0.985 3.842  -0.47
O10 -2.579 -2.108 3.836  0.17
C21 -4.135 -0.457 3.542  0.14
C22 -4.374 1.067 3.551  -0.13
C23 -3.319 1.926 3.968  -0.37
O11 -3.430 3.174 3.980  0.08
O12 -5.495 1.762 3.161  0.08
O13 -0.503 -0.522 4.346  0.06
H23 -1.263 2.045 4.564  0.07
H24 -4.849 -1.050 3.086  0.08
H25 -5.446 2.710 3.036  0.11
H26 -0.706 -1.408 4.697  0.10
C24 -4.511 1.625 -0.416  0.01
C25 -2.973 1.641 -0.079  -0.38
O14 -2.386 1.425 0.997  0.02
C26 -2.025 2.070 -1.224  0.02
H27 -4.888 2.210 0.589  0.13
H28 -4.938 0.518 -0.547  0.11
H29 -4.839 1.936 -1.423  0.07
H30 -2.155 3.106 -1.157  0.08
H31 -2.329 1.893 -2.088  0.00
H32 -1.023 1.836 -1.130  0.04
C27 4.032 6.250 6.030  -0.01
C28 3.898 6.247 4.506  -0.41
O15 4.869 5.929 3.785  0.02
C29 2.562 6.712 3.848  -0.02
H33 3.245 5.761 6.347  0.02
H34 4.099 7.210 6.460  0.08
H35 4.874 5.766 6.522  0.09
H36 2.786 6.972 2.705  0.11
H37 2.271 7.735 4.290  0.11
H38 1.899 5.947 3.762  0.00
C30 2.076 -4.202 2.571  0.02
C31 0.607 -3.966 2.565  -0.40
O16 0.074 -3.162 3.326  0.03
C32 -0.407 -4.955 1.897  0.02
H39 2.715 -3.302 2.482  0.09
H40 2.386 -4.709 1.970  -0.09
H41 2.509 -4.702 3.576  0.18
H42 0.050 -5.999 1.886  0.11
H43 -0.532 -4.505 1.025  -0.01
H44 -1.341 -5.137 2.435  0.09
C33 2.639 5.616 -0.982  -0.04
C34 1.274 4.885 -0.848  -0.39
O17 1.173 3.863 -1.636  -0.04
C35 0.106 5.322 0.120  -0.02
H45 3.114 5.937 0.084  0.13
H46 2.510 6.636 -1.539  0.11
H47 3.190 5.161 -1.761  0.05
H48 -0.329 6.410 -0.058  0.13
H49 0.463 5.195 1.267  0.11
H50 -0.617 4.574 0.257  0.01
C36 -4.368 -2.309 -2.506  -0.02
C37 -3.402 -2.100 -1.333  -0.46
O18 -2.491 -1.333 -1.441  0.05
C38 -3.821 -2.660 0.133  0.03
H51 -5.274 -1.561 -2.294  0.12
H52 -4.973 -3.388 -2.631  0.15
H53 -3.920 -1.837 -3.308  0.02
H54 -4.720 -3.369 0.150  0.12
H55 -3.575 -2.046 0.878  0.00
H56 -2.912 -3.241 0.265  0.06

=====

[2]
Molecular formula: C9H14N2O2S
Method: DFT, ωB97M-V/def2-TZVPD

Summary:
Kohn-Sham gap = 8.91 eV
HOMO = -8.399 eV
net charge = 0

Last column: natural (NBO) charge in e.
Geometry (Å):
C1 2.836 1.884 1.183  -0.58
C2 2.265 0.648 0.590  0.13
N1 1.337 0.131 1.266  -0.24
N2 0.841 -1.042 0.539  -0.23
C3 1.486 -1.269 -0.760  0.22
C4 2.272 -0.105 -0.572  -0.34
H1 2.941 0.104 -1.227  0.18
C5 1.214 -2.136 -1.738  -0.68
H2 2.016 -2.153 -2.407  0.25
H3 1.184 -3.181 -1.152  0.23
H4 0.265 -1.757 -2.160  0.27
C6 -0.364 -1.758 0.963  -0.28
C7 -1.618 -1.672 0.403  -0.38
H5 -2.355 -2.124 0.907  0.23
H6 -1.650 -1.487 -0.699  0.24
S1 -2.251 0.128 1.229  0.12
C8 -2.357 0.916 -0.416  -0.64
C9 -1.148 0.948 -1.164  0.76
O1 -0.769 0.248 -2.119  -0.62
O2 -0.283 2.007 -0.803  -0.69
H7 0.570 1.796 -1.416  0.51
H8 -2.732 2.195 -0.014  0.25
H9 -3.222 0.749 -0.971  0.24
H10 -0.104 -2.847 0.986  0.19
H11 -0.264 -1.567 1.910  0.23
H12 2.523 2.114 2.097  0.23
H13 3.876 1.563 1.105  0.22
H14 2.592 2.902 0.433  0.20

=====

[3]
Molecular formula: CHClFO3
Method: DFT, ωB97M-V/def2-TZVPD

Summary:
Kohn-Sham gap (spin up / spin down) = 9.23 / 9.22 eV
HOMO (spin up / spin down) = -16.881 / -16.885 eV
net charge = +1

Last column: natural (NBO) charge in e.
Geometry (Å):
C1 0.255 0.711 0.265  0.42
O1 -3.720 -0.007 0.430  0.00
O2 -2.021 0.793 -0.497  -0.26
O3 -2.725 0.626 0.531  0.34
F1 -0.222 0.501 1.435  -0.20
Cl1 0.791 2.118 -0.190  0.41
H1 0.208 -0.255 -0.495  0.30

=====

The following calculated total energy values (in Eh) correspond, in order, to the records above: -2889.63785, -1009.26228, -823.83546.
The following relative energy (zero: lowest compared OMol25 entry of this formula, charge and spin) values (in kJ/mol) correspond, in order, to the records above: 495.87, 783.55, 314.32.